# C16H29IMgO2Se2Si2Te3

A molecular structure, C16H29IMgO2Se2Si2Te3 at a distorted geometry (wB97M-V/def2-TZVPD, OMol25).

Its net charge is -2. For the highest occupied orbital energy, the calculation gives -1.13 eV. The molar mass is 1001.51 g/mol. The value obtained for the gap between HOMO and LUMO is 4.5 eV. For the LUMO energy, the calculation gives 3.4 eV. As for the relative energy (zero: lowest compared OMol25 entry of this formula, charge and spin): 28.4 kcal per mole. As for the multiplicity: 1.

Last column: Löwdin charge in e.
Positions of all 56 atoms, in Å:
1 Mg -0.86 0.51 -0.82  0.26
2 Se -2.77 -2.26 -2.30  -0.41
3 Te -3.84 -0.36 -3.49  0.00
4 Te -3.29 1.39 -1.50  0.08
5 Se -3.55 3.44 -2.86  -0.48
6 C 0.62 -1.52 2.75  -0.16
7 Si -1.04 -0.67 2.43  0.38
8 C -2.24 -1.95 1.71  -0.19
9 C -1.74 -0.33 4.18  -0.20
10 C -1.00 0.85 1.37  -0.45
11 Si 0.11 2.28 1.76  0.39
12 C 0.80 3.09 0.18  -0.18
13 C 1.60 1.92 2.88  -0.19
14 C -0.86 3.68 2.62  -0.19
15 H 0.50 -2.37 3.42  0.03
16 H 1.34 -0.83 3.20  0.01
17 H 1.06 -1.89 1.82  0.00
18 H -2.29 -2.86 2.33  0.02
19 H -1.98 -2.26 0.70  -0.03
20 H -3.25 -1.54 1.67  0.03
21 H -1.87 -1.26 4.74  0.01
22 H -2.72 0.15 4.12  0.02
23 H -1.09 0.33 4.76  0.01
24 H -2.02 1.25 1.40  -0.03
25 H 1.46 2.40 -0.35  0.01
26 H 1.36 4.00 0.40  0.03
27 H -0.02 3.37 -0.49  0.03
28 H 2.28 1.21 2.40  0.02
29 H 1.29 1.50 3.84  0.01
30 H 2.16 2.83 3.08  0.02
31 H -1.64 4.06 1.95  0.02
32 H -0.21 4.52 2.88  0.01
33 H -1.35 3.33 3.53  0.01
34 I 1.94 -6.56 0.48  0.76
35 C 1.89 -4.53 -0.08  -0.72
36 C 0.78 -4.02 -0.72  -0.13
37 C 0.76 -2.68 -1.08  -0.02
38 C 1.85 -1.86 -0.80  -0.13
39 C 2.96 -2.40 -0.15  -0.03
40 C 2.99 -3.73 0.21  -0.17
41 C 1.84 -0.39 -1.15  -0.59
42 O 2.85 0.28 -0.98  0.05
43 O 0.73 0.05 -1.65  -0.33
44 H -0.08 -4.64 -0.95  0.10
45 H -0.11 -2.28 -1.59  0.02
46 H 3.80 -1.75 0.07  0.12
47 H 3.85 -4.14 0.73  0.08
48 C -0.55 0.58 -6.40  -0.48
49 Te 0.12 0.15 -4.39  1.14
50 C 0.35 2.24 -3.98  -0.43
51 H 0.28 0.85 -7.06  -0.02
52 H -1.27 1.40 -6.37  -0.01
53 H -1.05 -0.30 -6.80  -0.02
54 H -0.56 2.77 -4.26  -0.02
55 H 1.21 2.65 -4.51  -0.01
56 H 0.51 2.35 -2.91  -0.03